DFT (the ωB97M-V functional and the def2-TZVPD basis) results for C5H15N3 as an isolated structure.

The geometry in XYZ format:
```
23
Properties=species:S:1:pos:R:3:forces:R:3:mulliken_charge:R:1
N -0.4656 1.3567 -1.8220 -0.092 -0.632 0.124 -0.8151
C 0.0129 0.2084 -0.9749 0.419 -0.032 -0.437 0.5335
C -1.1603 -0.5146 -0.3135 -0.161 0.507 0.032 -1.0823
C -1.9062 0.2092 0.8313 -2.085 -4.953 -1.403 -0.6166
N -2.7480 1.4867 0.1293 2.939 -0.946 2.250 -0.6798
C 1.1527 0.5820 -0.0542 -0.925 2.348 0.445 -1.7447
N 1.4973 -1.3794 1.0047 -0.213 -0.138 1.200 -0.7020
C 2.7713 -1.8014 0.5222 0.654 -0.979 0.324 -0.7565
H -1.4325 1.5204 -1.5720 0.054 0.483 -0.079 0.4366
H 0.0955 2.1662 -1.5947 -0.191 0.106 0.114 0.3311
H 0.4300 -0.5001 -1.6917 0.044 -0.344 0.069 0.1414
H -0.8255 -1.4931 0.0345 0.289 0.247 0.261 0.6452
H -1.9337 -0.7093 -1.0645 0.057 0.127 -0.152 0.4457
H -1.4247 0.0715 1.8128 0.584 1.713 -0.107 0.2921
H -2.6937 -0.5225 1.0289 -0.407 0.129 -0.019 0.4220
H -3.4548 1.7214 0.8299 0.278 -0.007 0.251 0.2065
H -1.7526 1.5003 0.6963 -1.465 3.514 -1.156 0.1825
H 2.0446 0.8291 -0.6265 0.283 -0.294 0.050 0.3539
H 0.9093 1.5198 0.5073 -0.174 -0.004 -0.352 0.3979
H 1.3128 -0.1404 1.1043 0.934 -1.555 -1.257 0.2976
H 3.6596 -1.1439 0.3224 -0.787 0.469 0.139 0.2345
H 3.2056 -2.5149 1.2596 -0.023 0.092 0.085 0.2844
H 2.7060 -2.4522 -0.3694 -0.013 0.148 -0.383 0.1922
```
Positions in Å, forces in eV/Å.

- Total charge: -1
- M: 117.2 g mol⁻¹
- Relative energy (zero: lowest compared OMol25 entry of this formula, charge and spin): 562.3 kJ/mol
- LUMO (alpha / beta): 3.761 / 3.754 eV
- 2S+1: 2
- HOMO level (alpha / beta): -1.17 / -1.83 eV
- HOMO-LUMO gap (alpha / beta): 4.93 / 5.58 eV